{"formula": "C41H20Cl3F15GeN4O9S4V", "method": "ωB97M-V with the def2-TZVPD basis set", "symbols": ["V", "N", "N", "C", "O", "O", "H", "H", "H", "O", "S", "O", "O", "C", "C", "C", "C", "C", "C", "S", "O", "O", "O", "H", "H", "H", "H", "F", "C", "C", "C", "F", "C", "F", "C", "F", "C", "F", "Ge", "S", "C", "C", "F", "C", "F", "C", "F", "C", "F", "C", "F", "C", "C", "F", "C", "F", "C", "F", "C", "F", "C", "F", "Cl", "C", "C", "C", "C", "C", "C", "N", "C", "C", "N", "C", "O", "C", "C", "C", "Cl", "S", "C", "C", "C", "Cl", "C", "H", "H", "H", "H", "H", "H", "H", "H", "H", "H", "H", "H", "H"], "coordinates": [[0.31072, 1.10203, -0.08986], [-0.86545, 0.50745, 1.45548], [-0.14726, 0.68581, 2.65720], [1.25632, 0.67961, 2.50080], [1.94811, 0.59355, 3.51026], [1.66872, 0.86125, 1.31477], [-1.81381, 0.89929, 1.53833], [-0.98432, -0.48156, 1.20811], [-0.49234, 0.16917, 3.46646], [3.02210, 1.20213, -3.44711], [2.06502, 0.58388, -2.52300], [2.65847, -0.43992, -1.70724], [1.36865, 1.63795, -1.76477], [0.87254, -0.10361, -3.70959], [1.30292, -0.21367, -5.02273], [0.42766, -0.61216, -6.02004], [-0.89084, -0.90902, -5.70982], [-1.31650, -0.81667, -4.39602], [-0.43431, -0.40910, -3.40690], [-1.01587, -0.29469, -1.72103], [-2.21163, -1.11745, -1.69385], [0.05785, -0.78458, -0.86921], [-1.27161, 1.12077, -1.45342], [2.32696, 0.05772, -5.23200], [0.77822, -0.68755, -7.04006], [-1.57922, -1.20416, -6.48874], [-2.32815, -1.04530, -4.10056], [-2.27971, -1.59491, 3.48832], [-2.81379, -2.82718, 3.53318], [-3.79125, -3.16052, 2.60608], [-4.28705, -4.45446, 2.67819], [-5.22737, -4.83617, 1.79634], [-3.84580, -5.38226, 3.60368], [-4.33298, -6.64158, 3.61565], [-2.86976, -5.00995, 4.52603], [-2.42514, -5.89734, 5.43739], [-2.35446, -3.71390, 4.49336], [-1.41036, -3.35648, 5.38402], [-4.27715, -1.95812, 1.02604], [-4.10804, 0.11437, 1.22033], [-3.53685, -3.30079, -0.31213], [-2.16224, -3.25673, -0.46169], [-1.48197, -2.55287, 0.45773], [-1.48018, -3.97547, -1.42944], [-0.14871, -3.90705, -1.56868], [-2.20864, -4.79781, -2.28243], [-1.58839, -5.49650, -3.25456], [-3.57664, -4.93637, -2.09220], [-4.27803, -5.78517, -2.87207], [-4.22340, -4.18900, -1.11669], [-5.54410, -4.39740, -0.96323], [-6.26601, -2.26449, 0.75370], [-6.78158, -2.04501, -0.51384], [-5.92882, -1.80958, -1.52012], [-8.13894, -2.06355, -0.78909], [-8.61421, -1.85555, -2.03244], [-9.03154, -2.30188, 0.24904], [-10.35884, -2.32237, 0.00938], [-8.54824, -2.48860, 1.53910], [-9.42218, -2.70522, 2.54451], [-7.18032, -2.45138, 1.77126], [-6.72716, -2.59979, 3.02977], [7.05203, 1.95973, -3.17919], [6.25220, 2.82711, -1.93112], [4.88313, 2.70688, -1.79052], [4.25098, 3.35582, -0.74547], [4.95623, 4.15263, 0.15353], [4.30119, 4.76164, 1.36959], [2.96777, 5.51449, 1.08691], [1.85225, 4.73868, 0.61793], [1.19999, 4.92299, -0.57476], [0.29661, 3.90944, -0.69088], [0.40388, 3.08772, 0.39290], [1.30781, 3.63442, 1.18266], [4.16138, 3.87086, 2.46629], [4.14178, 2.46979, 2.22424], [5.48142, 1.88318, 1.89304], [6.67587, 2.21569, 2.45689], [6.93163, 3.35675, 3.70043], [8.00463, 1.32292, 1.77503], [6.91403, 0.47374, 0.73955], [5.63183, 0.86516, 0.91063], [6.33098, 4.29312, -0.05886], [7.29810, 5.30460, 0.95794], [6.99021, 3.63295, -1.07962], [4.29216, 2.09685, -2.46302], [3.18948, 3.18779, -0.64598], [4.96558, 5.55457, 1.75026], [3.17462, 6.28693, 0.34085], [2.69354, 5.99963, 2.02935], [1.44771, 5.72777, -1.23767], [-0.43255, 3.71154, -1.45411], [1.55931, 3.28075, 2.16451], [3.44624, 2.17655, 1.43090], [3.76084, 2.03024, 3.15467], [7.30604, -0.26611, 0.07207], [4.79145, 0.45991, 0.37272], [8.05657, 3.73317, -1.20165]], "mulliken_charge": [0.52, 0.53, -0.45, 0.41, -0.84, -0.06, 0.15, -0.07, 0.27, -0.99, 2.01, -0.78, -0.32, -0.61, -0.60, -0.62, -0.73, -0.59, -0.07, 1.33, -0.36, -0.46, -0.63, 0.54, 0.39, 0.40, 0.54, -0.26, 0.40, -0.23, 0.45, -0.36, 0.07, -0.32, 0.63, -0.33, 0.02, -0.31, 1.53, -0.73, 0.21, 0.39, -0.69, 0.24, -0.36, 0.62, -0.35, 0.06, -0.34, 0.00, -0.34, -0.43, 0.29, -0.24, -0.08, -0.33, 0.60, -0.33, 0.05, -0.33, 0.15, -0.34, -0.27, 0.45, -1.60, 1.24, -1.03, -0.11, -1.46, 0.38, -0.32, -0.91, 0.07, -0.82, -0.54, 1.02, -0.96, 1.14, -0.23, -0.27, -0.43, -0.96, 1.03, -0.25, -0.97, 1.05, 0.20, 0.78, 0.37, 0.34, 0.40, 0.57, 0.79, -0.86, 0.63, 0.51, 0.66, 0.45], "lumo_ev": [3.433, 3.433], "largest_force_ev_per_a": 3.2, "s2": 0.76, "homo_ev": [-0.930, -0.336], "total_energy_ev": -271106.2857, "multiplicity": 2, "total_charge": -2}